# C6H8

The molecule C6H8 at a distorted geometry (wB97M-V/def2-TZVPD, the Open Molecules 2025 dataset).

Element x y z (Å)
C1 -2.0728 0.0133 -0.0236
C2 -0.5782 0.0133 -0.0031
C3 0.1872 -1.0577 0.0250
C4 1.6284 -0.6896 -0.0245
C5 1.5434 0.8352 -0.0415
C6 0.2590 1.2030 0.0252
H1 -2.4173 0.8644 -0.7266
H2 -2.5147 0.2873 0.9448
H3 -2.5370 -0.9855 -0.3055
H4 -0.1121 -2.0959 0.0630
H5 2.1321 -1.1301 -0.9022
H6 2.1861 -0.9926 0.9010
H7 2.3857 1.4943 0.0165
H8 -0.0898 2.2406 0.0515

Summary:
Frontier orbital gap: 9.58 eV
SMILES: CC1=CCC=C1
E_tot: -233.38133 Ha
Highest occupied orbital energy: -8.4 eV
Energy above the lowest of the compared OMol25 structures with the same formula, charge and spin: 0.154 eV



# C6H8

The molecule C6H8 (wB97M-V/def2-TZVPD, the Open Molecules 2025 dataset).

Element x y z (Å)
C1 -0.3771 0.3856 -1.2780
C2 0.4422 0.9338 -0.0830
C3 -0.4917 0.6269 1.1256
C4 -0.1377 -0.8186 0.8395
C5 -0.1408 -0.9963 -0.6773
C6 1.0834 -0.5105 0.0527
H1 0.1842 0.5263 -2.2052
H2 -1.4173 0.7162 -1.3966
H3 0.9820 1.8794 -0.0970
H4 -0.1267 0.9843 2.0943
H5 -1.5604 0.9128 1.0461
H6 -0.1432 -1.6166 1.5586
H7 -0.3361 -1.9716 -1.1118
H8 2.0291 -1.0551 0.1406

Summary:
Frontier orbital gap: 10.61 eV
SMILES: C1[C@H]2C[C@H]3[C@@H]1[C@@H]23
E_tot: -233.31674 Ha
Highest occupied orbital energy: -9.4 eV
Energy above the lowest of the compared OMol25 structures with the same formula, charge and spin: 1.912 eV